A) Molecular formula: C27H32N4O4S3Yb
Method: DFT, ωB97M-V/def2-TZVPD

Last column: Löwdin charge in e.
Geometry (Å):
Yb1 0.55506 -0.48617 -0.23620  1.650
C1 2.50956 -2.15987 0.13960  -0.358
C2 1.90616 -2.85237 1.21590  -0.284
C3 2.06076 -2.07337 2.38480  -0.348
C4 2.78746 -0.89507 2.04730  -0.276
C5 3.05356 -0.91507 0.66530  -0.333
C6 4.09416 -0.07647 -0.04570  -0.059
C7 3.22866 0.16373 3.01350  -0.051
C8 1.72376 -2.53237 3.76990  -0.101
C9 1.31246 -4.23117 1.14730  -0.046
C10 2.94336 -2.79097 -1.16150  -0.058
H1 5.02236 -0.64937 -0.14670  0.078
H2 4.30996 0.82353 0.52690  0.062
H3 3.77496 0.22033 -1.04490  0.051
H4 3.19926 -0.21397 4.03260  0.065
H5 2.58786 1.04863 2.95520  0.053
H6 4.25016 0.48043 2.80750  0.067
H7 2.52816 -3.14677 4.18280  0.077
H8 0.81396 -3.12737 3.75520  0.058
H9 1.56966 -1.68407 4.43280  0.042
H10 1.95886 -4.96067 1.64800  0.077
H11 1.19466 -4.52617 0.10750  0.065
H12 0.32916 -4.26427 1.62080  0.070
H13 3.80706 -3.43877 -0.97850  0.080
H14 3.23586 -2.03207 -1.88380  0.065
H15 2.15066 -3.39757 -1.60040  0.059
C11 -1.14004 0.04673 5.39490  -0.430
S1 0.02186 1.25863 4.69880  0.811
C12 -0.08624 0.85383 2.97910  -1.095
S2 -0.41484 -0.73007 2.47810  0.707
N1 -0.01674 1.91053 2.22280  -0.134
N2 -0.05804 1.76893 0.89310  -0.068
C13 -0.51714 2.83663 0.28750  -0.092
C14 -0.74224 2.87223 -1.11200  -0.266
C15 -1.25114 4.03713 -1.71840  -0.037
C16 -1.44134 4.06363 -3.07860  -0.072
C17 -1.11914 2.92343 -3.80600  -0.041
C18 -0.66184 1.80693 -3.12360  -0.128
N3 -0.47884 1.75033 -1.81630  0.117
H16 -1.55744 0.49963 6.28880  0.019
H17 -0.61574 -0.87357 5.62850  0.018
H18 -1.90834 -0.14687 4.65350  0.005
H19 -0.79304 3.69773 0.89320  0.123
H20 -1.46994 4.89143 -1.09430  0.110
H21 -1.82014 4.94713 -3.57390  0.105
H22 -1.21944 2.89533 -4.87800  0.105
H23 -0.41814 0.91703 -3.67910  0.091
C19 -4.57954 3.14303 -0.86900  -0.045
C20 -3.86894 1.83193 -1.03770  -0.279
C21 -3.35714 1.14733 0.05540  -0.034
C22 -2.65024 -0.03087 -0.11820  -0.111
C23 -2.44904 -0.55877 -1.38720  -0.264
C24 -3.01544 0.08243 -2.47790  -0.075
C25 -3.71114 1.27003 -2.30050  -0.048
S3 -1.43114 -2.08377 -1.49860  0.541
O1 -2.21394 -3.06267 -2.21940  -0.300
O2 -1.16374 -2.35327 -0.07900  -0.420
N4 -0.00604 -1.73857 -2.01420  -0.317
C26 0.44386 -1.43807 -3.34010  -0.172
C27 1.52966 -0.30577 -3.20580  -0.695
O3 2.10796 0.06923 -4.21800  0.014
O4 1.72396 0.12643 -2.02850  -0.178
H24 -4.59064 3.44583 0.17550  0.077
H25 -5.60714 3.07733 -1.22590  0.080
H26 -4.07154 3.91333 -1.44810  0.064
H27 -3.51134 1.53533 1.05190  0.119
H28 -2.30344 -0.58887 0.74180  0.034
H29 -2.90954 -0.34267 -3.46530  0.116
H30 -4.13184 1.78113 -3.15610  0.117
H31 -0.35954 -1.12077 -4.01910  0.104
H32 0.92626 -2.30887 -3.80900  0.119

Results
Spin multiplicity: 2
Frontier orbital gap (alpha / beta), Ha: 0.1928 / 0.1927
HOMO level (alpha / beta), eV: -3.616 / -3.612
Molar mass, g/mol: 745.82
Lowest unoccupied orbital energy (alpha / beta), eV: 1.6 / 1.6
Charge: -1

***

B) Molecular formula: C27H32N4O4S3Yb
Method: DFT, ωB97M-V/def2-TZVPD

Last column: Löwdin charge in e.
Geometry (Å):
Yb1 -1.11067 0.32161 0.63315  1.486
C1 -1.15072 0.20825 3.22629  -0.330
C2 -1.07103 1.60637 3.01769  -0.313
C3 -2.30738 2.03856 2.49049  -0.334
C4 -3.13528 0.90700 2.31915  -0.314
C5 -2.42571 -0.22646 2.78817  -0.332
C6 -3.00385 -1.57995 3.07013  -0.044
C7 -4.56327 0.93121 1.86101  -0.046
C8 -2.71686 3.47473 2.35912  -0.081
C9 0.05979 2.52096 3.37698  -0.052
C10 -0.15165 -0.65810 3.93837  -0.050
H1 -2.23478 -2.35640 3.05276  0.075
H2 -3.75664 -1.86908 2.33689  0.056
H3 -3.46404 -1.59634 4.06509  0.081
H4 -4.68264 1.48611 0.92720  0.067
H5 -5.20999 1.40116 2.61025  0.075
H6 -4.93235 -0.08035 1.68647  0.071
H7 -2.24512 3.98260 1.51627  0.018
H8 -2.44789 4.02037 3.26983  0.074
H9 -3.79900 3.55772 2.22895  0.072
H10 0.29895 3.20581 2.55864  0.078
H11 0.96688 1.96288 3.60941  0.061
H12 -0.19160 3.13405 4.24927  0.075
H13 0.08713 -1.56974 3.38487  0.061
H14 -0.53382 -0.96255 4.91823  0.079
H15 0.78947 -0.13037 4.09524  0.066
C11 -1.65326 5.19496 -2.25808  -0.474
S1 -0.48951 3.98936 -2.92402  0.787
C12 -0.80329 2.52178 -1.95779  -1.109
S2 -1.96194 2.53165 -0.66268  0.585
N1 -0.06724 1.56025 -2.36636  -0.126
N2 -0.17423 0.36170 -1.63316  -0.127
C13 0.21740 -0.62677 -2.36662  -0.121
C14 0.44899 -1.98352 -2.05210  -0.190
C15 0.89249 -2.87456 -3.03397  -0.086
C16 1.38865 -4.12147 -2.76610  -0.125
C17 1.64208 -4.41263 -1.38767  -0.109
C18 1.21285 -3.62221 -0.39807  -0.086
N3 0.21435 -2.55081 -0.68458  -0.187
H16 -1.59490 6.05476 -2.92761  0.019
H17 -1.38263 5.49231 -1.24709  0.021
H18 -2.66403 4.79345 -2.25968  0.011
H19 0.46207 -0.38144 -3.39765  0.128
H20 0.87388 -2.50134 -4.05230  0.114
H21 1.72849 -4.78105 -3.55131  0.079
H22 2.27763 -5.24730 -1.11327  0.109
H23 1.43946 -3.71654 0.65239  0.117
C19 5.24541 0.59456 -3.90008  -0.054
C20 4.37424 0.23470 -2.72218  -0.266
C21 4.39614 -1.04710 -2.17792  -0.034
C22 3.57780 -1.38367 -1.11224  -0.054
C23 2.72610 -0.42367 -0.58423  -0.276
C24 2.69899 0.86675 -1.09859  -0.061
C25 3.52499 1.18627 -2.16266  -0.025
S3 1.64851 -0.84183 0.75618  0.630
O1 2.44404 -1.61794 1.66726  -0.290
O2 1.11592 0.43707 1.27024  -0.398
N4 0.26648 -1.54169 0.33210  -0.211
C26 -1.16319 -3.21728 -0.59364  0.011
C27 -2.39519 -2.41780 -0.16746  -0.632
O3 -3.31032 -3.12598 0.22153  0.040
O4 -2.38333 -1.14130 -0.27805  -0.148
H24 5.78503 -0.27546 -4.27491  0.069
H25 5.97842 1.35732 -3.62658  0.079
H26 4.64170 1.00026 -4.71453  0.080
H27 5.05476 -1.79769 -2.60016  0.109
H28 3.59185 -2.38278 -0.69732  0.107
H29 2.02210 1.60054 -0.68487  0.105
H30 3.48501 2.18669 -2.58008  0.120
H31 -1.05801 -4.03644 0.11003  0.131
H32 -1.34273 -3.62415 -1.58399  0.141

Results
Spin multiplicity: 2
Frontier orbital gap (alpha / beta), Ha: 0.2472 / 0.2472
HOMO level (alpha / beta), eV: -4.250 / -4.249
Molar mass, g/mol: 745.82
Lowest unoccupied orbital energy (alpha / beta), eV: 2.5 / 2.5
Charge: -1

***

Q: Which of them is the least stable? A: B).

***

A) Molecular formula: C9H10ClNO2
Method: DFT, ωB97M-V/def2-TZVPD

Last column: Löwdin charge in e.
Geometry (Å):
C1 2.28052 -1.60476 -1.75047  -0.064
C2 2.58543 -1.22131 -0.41391  -0.042
C3 1.12644 -1.20571 -2.43502  -0.059
C4 1.68532 -0.33817 0.23743  -0.042
C5 0.20035 -0.41214 -1.74143  -0.093
C6 0.49305 -0.11675 -0.44640  0.029
C7 -2.30220 -0.68379 1.22405  -0.077
C8 -1.80199 0.73690 1.69353  -0.259
C9 -1.14909 1.50176 0.66896  -0.663
N1 0.06183 2.15512 0.86696  -0.461
O1 0.70715 1.87325 1.87430  0.012
O2 0.41719 3.03358 0.06358  -0.002
Cl1 -2.00416 2.06669 -0.67818  0.809
H1 3.09535 -2.05988 -2.17892  0.070
H2 3.54684 -1.38015 -0.08012  0.078
H3 0.70509 -1.53630 -3.34686  0.094
H4 2.07544 0.02846 1.15622  0.097
H5 -0.57725 -0.13301 -2.40398  0.092
H6 -2.85437 -0.30884 0.31552  0.061
H7 -1.52019 -1.42674 0.88948  0.088
H8 -3.05566 -1.09772 1.83909  0.045
H9 -1.00639 0.78904 2.51407  0.129
H10 -2.70869 1.34047 2.13209  0.157

Results
Frontier orbital gap (alpha / beta), Ha: 0.2750 / 0.3015
HOMO level (alpha / beta), eV: -8.955 / -8.907
Molar mass, g/mol: 199.64
Lowest unoccupied orbital energy (alpha / beta), eV: -1.5 / -0.7

***

B) Molecular formula: C9H10ClNO2
Method: DFT, ωB97M-V/def2-TZVPD

Last column: Löwdin charge in e.
Geometry (Å):
C1 -0.56727 -0.66872 -3.46157  -0.041
C2 -0.30137 -0.65863 -1.96280  -0.284
C3 -1.34915 -0.79746 -1.08751  -0.048
C4 -1.12001 -0.75151 0.26402  -0.043
C5 0.15534 -0.56518 0.74510  -0.230
C6 0.33586 -0.51875 2.24809  -0.147
O1 1.27345 0.46287 2.71060  -0.025
C7 1.14379 1.67372 2.09592  -0.618
O2 2.07264 2.13366 1.46785  0.130
N1 -0.04780 2.43978 2.21050  -0.315
Cl1 -1.00157 2.08192 3.59943  0.651
C8 1.19072 -0.45941 -0.14118  -0.029
C9 0.97849 -0.49837 -1.49683  -0.031
H1 -1.20788 0.17890 -3.71881  0.082
H2 0.38110 -0.50925 -3.97773  0.071
H3 -1.02849 -1.61218 -3.75415  0.081
H4 -2.37011 -0.93105 -1.42871  0.119
H5 -1.94296 -0.86388 0.96340  0.119
H6 -0.64868 -0.34808 2.69714  0.078
H7 0.65781 -1.49903 2.60529  0.139
H8 -0.60122 2.41927 1.36108  0.095
H9 2.19429 -0.32503 0.24947  0.128
H10 1.80301 -0.38360 -2.18859  0.118

Results
Frontier orbital gap, Ha: 0.3669
HOMO level, eV: -9.366
Molar mass, g/mol: 199.64
Lowest unoccupied orbital energy, eV: 0.6
Structure (SMILES): Cc1ccc(COC(=O)NCl)cc1

***

Q: Which of them is the least stable? A: A).